Record 1
Below is 2 unconnected molecules or ions with the total composition C6H12N2, with properties calculated with ωB97M-V with the def2-TZVPD basis set.

Atoms and positions in Å:
C  0.138  -2.812  -1.864
C  -0.168  -2.143  -0.628
C  0.582  -1.243  0.041
N  0.019  -1.150  1.459
C  -0.939  -2.130  1.503
N  -0.988  -2.771  0.281
H  -0.710  -2.830  -2.568
H  0.429  -3.929  -1.823
H  1.021  -2.456  -2.460
H  1.316  -0.600  -0.266
H  0.096  -0.254  1.946
H  -1.730  -2.308  2.243
C  0.123  3.126  -0.498
C  0.188  3.105  0.940
H  1.100  3.046  -0.850
H  -0.528  2.375  -0.904
H  -0.464  3.945  -0.637
H  0.622  2.153  1.315
H  0.688  3.886  1.459
H  -0.796  2.990  1.312

Computed properties:
* ΔE to the lowest compared entry with this formula, charge and spin: 1.9912 eV
* SMILES: Cc1c[nH]cn1.CC
* charge: 0
* HOMO level: -8.71 eV

***

Record 2
Below is a molecular structure, C6H12N2, with properties calculated with ωB97M-V with the def2-TZVPD basis set.

Atoms and positions in Å:
C  0.235  -0.765  1.043
C  0.248  0.042  -0.088
C  1.259  -0.808  -0.653
C  1.256  1.105  0.086
C  -2.101  0.601  0.407
C  -2.328  -0.517  -0.539
H  1.219  -1.327  1.451
H  -0.641  -1.480  1.199
H  0.260  0.088  1.938
H  1.513  -1.863  -0.330
H  1.313  -0.636  -1.768
H  3.269  0.291  -0.611
H  1.283  1.932  -0.791
H  1.283  1.548  1.258
H  -2.178  0.284  1.334
H  -2.540  1.547  0.143
H  -2.301  -1.448  0.044
H  -3.165  -0.349  -1.314
N  2.405  0.077  -0.080
N  -1.080  0.418  -0.503

Computed properties:
* ΔE to the lowest compared entry with this formula, charge and spin: 7.2103 eV
* charge: 0
* HOMO level: -8.81 eV

***

Record 3
Below is 2 unconnected molecules or ions with the total composition C6H12N2, with properties calculated with ωB97M-V with the def2-TZVPD basis set.

Atoms and positions in Å:
C  -1.458  0.804  0.782
C  -0.380  0.227  1.228
C  -1.058  -0.440  0.099
C  0.743  0.108  2.192
C  -1.686  -1.731  -0.057
C  1.925  0.411  -1.428
N  -0.309  0.178  -1.820
N  0.701  1.090  -1.840
H  -2.153  1.670  0.947
H  0.922  1.057  2.520
H  1.715  -0.100  1.683
H  0.635  -0.546  2.986
H  -2.851  -1.590  -0.134
H  -1.719  -2.213  0.936
H  -1.167  -2.430  -0.731
H  2.379  0.672  -0.462
H  1.633  -0.674  -1.363
H  2.731  0.656  -2.099
H  -1.104  0.830  -1.952
H  0.501  2.020  -1.486

Computed properties:
* ΔE to the lowest compared entry with this formula, charge and spin: 6.5399 eV
* charge: 0
* HOMO level (spin up / spin down): -6.31 / -6.31 eV

***

Record 4
Below is 2 unconnected molecules or ions with the total composition C6H12N2, with properties calculated with ωB97M-V with the def2-TZVPD basis set.

Atoms and positions in Å:
C  -0.863  -0.934  2.597
C  -0.972  -1.304  1.143
C  -2.010  -0.956  0.288
N  -1.460  -0.995  -0.985
C  -0.178  -1.432  -0.857
N  0.156  -1.609  0.476
H  -1.075  -1.853  3.185
H  -1.250  0.047  2.745
H  0.192  -0.741  2.804
H  -3.001  -0.647  0.516
H  -1.981  -0.868  -1.867
H  0.483  -1.652  -1.678
C  1.010  2.289  -1.174
C  1.922  0.986  -0.993
H  0.577  2.265  -2.170
H  0.227  2.255  -0.424
H  1.692  3.103  -0.842
H  2.695  1.288  -0.264
H  2.378  0.618  -1.921
H  1.458  0.140  -0.580

Computed properties:
* ΔE to the lowest compared entry with this formula, charge and spin: 1.1336 eV
* SMILES: Cc1c[nH]cn1.CC
* charge: 0
* HOMO level: -8.41 eV

***

Record 5
Below is a molecular structure, C6H12N2, with properties calculated with ωB97M-V with the def2-TZVPD basis set.

Atoms and positions in Å:
C  1.276  0.219  -1.758
C  2.012  -0.428  1.144
C  -0.452  -0.720  1.637
N  -1.045  0.011  -1.116
C  0.301  -0.079  -0.652
C  0.605  -0.402  0.614
C  -2.015  0.731  -0.590
N  -2.226  1.605  0.255
H  -1.930  -0.189  -1.986
H  -3.133  1.713  0.685
H  -2.887  0.369  -1.668
H  2.278  -0.155  -1.556
H  0.942  -0.245  -2.689
H  1.342  1.296  -1.932
H  2.293  -1.447  1.427
H  2.752  -0.054  0.441
H  -0.855  0.200  2.073
H  -0.044  -1.352  2.426
H  -1.296  -1.251  1.194
H  2.079  0.179  2.052

Computed properties:
* ΔE to the lowest compared entry with this formula, charge and spin: 4.1389 eV
* charge: 0
* HOMO level: -8.33 eV

***

Record 6
Below is C6H12N2 in the gas phase, with properties calculated with ωB97M-V with the def2-TZVPD basis set.

Atoms and positions in Å:
C  -1.015  0.106  -0.649
C  -1.727  0.467  0.654
C  -0.380  1.334  -1.295
C  1.239  0.539  1.061
N  2.338  0.545  1.820
C  1.027  -0.687  0.409
C  -0.169  -2.077  -1.032
N  -0.003  -0.933  -0.414
H  -1.750  -0.319  -1.341
H  2.957  -0.260  1.938
H  2.586  1.374  2.331
H  1.718  -1.536  0.516
H  -2.184  -0.420  1.095
H  0.073  1.077  -2.246
H  -1.138  2.105  -1.461
H  -0.991  0.878  1.352
H  -2.504  1.195  0.457
H  0.386  1.720  -0.622
H  -1.007  -2.240  -1.680
H  0.544  -2.869  -0.892

Computed properties:
* ΔE to the lowest compared entry with this formula, charge and spin: 3.3046 eV
* charge: 0
* HOMO level (spin up / spin down): -7.13 / -7.13 eV

***

Record 7
Below is 2 unconnected molecules or ions with the total composition C6H12N2, with properties calculated with ωB97M-V with the def2-TZVPD basis set.

Atoms and positions in Å:
C  1.915  -0.976  -1.194
C  1.718  0.423  -0.814
C  1.276  1.515  -1.528
N  1.067  2.544  -0.615
C  1.329  2.055  0.595
N  1.835  0.804  0.577
H  2.110  -1.009  -2.411
H  1.044  -1.684  -1.076
H  2.724  -1.446  -0.677
H  1.162  1.394  -2.670
H  0.638  3.499  -0.810
H  1.200  2.639  1.417
C  -1.816  -1.521  1.764
C  -2.773  -0.864  0.646
H  -1.104  -2.192  1.241
H  -1.001  -0.749  2.033
H  -2.455  -2.070  2.307
H  -2.180  -0.615  -0.309
H  -3.257  -0.073  1.207
H  -3.431  -1.675  0.317

Computed properties:
* ΔE to the lowest compared entry with this formula, charge and spin: 1.9122 eV
* SMILES: Cc1c[nH]cn1.CC
* charge: 0
* HOMO level: -8.68 eV

***

Record 8
Below is 2 unconnected molecules or ions with the total composition C6H12N2, with properties calculated with ωB97M-V with the def2-TZVPD basis set.

Atoms and positions in Å:
C  -2.177  0.501  -0.018
C  -0.921  1.206  -0.376
C  -0.254  2.117  0.377
N  0.829  2.507  -0.455
C  0.713  1.804  -1.604
N  -0.377  1.088  -1.653
H  -2.643  0.914  0.877
H  -2.144  -0.588  -0.004
H  -2.989  0.630  -0.750
H  -0.218  2.634  1.316
H  1.706  2.815  -0.041
H  1.477  1.791  -2.364
C  0.940  -2.634  1.173
C  0.855  -1.751  -0.064
H  1.516  -3.548  1.048
H  1.332  -2.123  2.056
H  -0.045  -2.940  1.545
H  1.315  -0.777  0.107
H  -0.173  -1.429  -0.215
H  1.256  -2.217  -0.954

Computed properties:
* ΔE to the lowest compared entry with this formula, charge and spin: 0.5770 eV
* SMILES: Cc1c[nH]cn1.CC
* charge: 0
* HOMO level: -8.83 eV

***

DFT total energy (computed, Ha): -345.254687; -345.062889; -345.087525; -345.286204; -345.175762; -345.206421; -345.257589; -345.306658